The following is a DFT calculation (ωB97M-V/def2-TZVPD) of a cluster of 2 separate species, C5H14NO in total.

The value obtained for the frontier orbital gap is 0.3639 hartree. As for the energy above the lowest of the compared OMol25 structures with the same formula, charge and spin: 153.42 kJ/mol. The net charge is +1.

Positions of all 21 atoms, in Å:
1 O -2.45 0.38 2.10
2 N 0.12 0.83 1.37
3 C 0.06 -1.19 -1.71
4 C 1.76 1.46 -0.51
5 C 0.67 -0.87 -0.37
6 C -0.83 -2.15 -1.86
7 C 0.57 0.66 -0.06
8 H -0.82 -3.00 -1.19
9 H -0.35 0.92 -0.59
10 H -2.74 0.28 3.02
11 H -1.43 -2.20 -2.77
12 H 1.68 2.54 -0.37
13 H 0.56 0.24 2.07
14 H 2.66 1.07 -0.03
15 H -3.31 0.33 1.66
16 H 0.26 1.79 1.68
17 H 1.76 -1.02 -0.52
18 H 1.98 1.13 -1.52
19 H -0.90 0.62 1.46
20 H 0.25 -0.38 -2.40
21 H 0.49 -1.44 0.53

The following is a DFT calculation (ωB97M-V/def2-TZVPD) of a cluster of 2 separate species, C3H5NO in total.

The value obtained for the frontier orbital gap is 0.3116 hartree. As for the energy above the lowest of the compared OMol25 structures with the same formula, charge and spin: 512.21 kJ/mol.

Positions of all 10 atoms, in Å:
1 O 0.47 0.54 1.84
2 N 0.28 -0.49 -0.98
3 C 0.59 -1.49 -1.69
4 C -0.41 1.41 1.78
5 C -1.42 0.99 0.91
6 H -1.26 1.12 -0.17
7 H 0.12 -1.61 -2.67
8 H 0.77 -0.49 -0.08
9 H -0.44 2.30 2.44
10 H 1.31 -2.27 -1.39

The following is a DFT calculation (ωB97M-V/def2-TZVPD) of a cluster of 11 separate species, C44H86BrFNO26PS in total.

The value obtained for the frontier orbital gap is 0.2646 hartree.

Positions of all 161 atoms, in Å:
1 Br -4.87 6.10 -4.34
2 S -0.66 -5.04 -0.77
3 P -5.22 3.87 -3.90
4 F -1.12 4.85 1.09
5 O -11.12 6.37 0.63
6 O 6.99 -1.93 -3.48
7 O -5.97 3.99 6.81
8 O -8.40 3.91 1.12
9 O 0.37 2.14 0.71
10 O -0.28 -5.43 -2.19
11 O 1.81 -7.87 3.57
12 O 10.85 -4.70 -3.17
13 O 3.85 5.97 2.44
14 O 9.44 -6.31 -4.98
15 O -7.36 2.38 4.99
16 O 10.91 0.53 -1.97
17 O 0.05 -5.86 0.28
18 O -6.30 -4.21 2.24
19 O 5.27 -0.63 -5.26
20 O 6.63 1.88 -1.41
21 O 9.96 3.16 -1.98
22 O 0.76 -9.52 1.57
23 O -0.58 0.12 -3.80
24 O 11.85 -7.75 -3.22
25 O 13.57 -9.05 -1.43
26 O -6.79 3.66 -3.19
27 O -13.37 4.86 1.36
28 O 2.46 4.35 0.63
29 O -5.07 -1.79 2.94
30 O 5.68 4.51 -1.41
31 N -6.50 3.26 -0.26
32 C -7.91 3.28 0.15
33 C 2.11 -9.69 2.02
34 C -0.49 1.50 0.07
35 C -3.01 2.08 -3.18
36 C -1.94 1.55 -2.21
37 C 2.64 -8.35 2.52
38 C -7.73 3.75 5.18
39 C -12.60 4.51 0.22
40 C -0.56 -3.21 -0.48
41 C -0.74 -0.75 -1.44
42 C -5.98 1.91 0.17
43 C 4.85 -0.92 -3.93
44 C 2.45 6.17 2.22
45 C -1.68 2.18 -0.79
46 C 10.58 2.62 -0.81
47 C -0.24 -1.05 1.19
48 C -0.47 -0.11 -0.02
49 C 11.43 -8.04 -1.89
50 C -4.65 5.03 -0.75
51 C 10.37 1.11 -0.79
52 C 9.46 -4.50 -3.39
53 C -3.90 3.27 -2.65
54 C 2.09 5.73 0.80
55 C -2.54 3.35 -0.26
56 C 6.30 3.97 -0.24
57 C -8.91 2.34 -0.72
58 C 5.58 -2.16 -3.42
59 C -6.36 -2.13 3.45
60 C -11.95 5.76 -0.37
61 C -2.32 4.02 1.17
62 C -7.08 -3.04 2.47
63 C -6.60 1.35 1.53
64 C -5.71 4.38 0.31
65 C -7.36 4.18 6.59
66 C -3.68 3.86 -1.23
67 C 9.09 -4.94 -4.80
68 C 6.09 2.46 -0.22
69 C -1.01 0.30 -2.64
70 C -3.12 1.70 2.31
71 C -2.20 3.00 2.40
72 C -2.47 -5.48 -0.62
73 C 12.16 -9.28 -1.38
74 C -0.29 -2.58 0.93
75 C -0.79 -2.27 -1.70
76 H 5.88 4.45 0.65
77 H -3.15 1.59 -4.20
78 H -6.62 2.11 2.39
79 H 6.45 2.52 -2.12
80 H -8.07 -3.33 2.84
81 H -6.96 2.70 -3.34
82 H 5.09 -0.05 -3.31
83 H 6.58 2.01 0.64
84 H 11.95 -10.14 -2.02
85 H -4.84 1.88 0.25
86 H -0.99 -2.68 -2.76
87 H -3.14 1.18 1.29
88 H 3.77 -1.08 -3.93
89 H 4.73 4.45 -1.29
90 H 5.37 -3.02 -4.06
91 H -1.13 2.66 2.63
92 H 8.92 -5.10 -2.65
93 H 7.21 -1.27 -2.80
94 H 9.30 0.88 -0.76
95 H 11.64 2.86 -0.87
96 H 2.66 6.30 0.07
97 H -2.67 0.92 3.04
98 H 10.35 -8.19 -1.89
99 H -11.33 5.52 -1.24
100 H -5.11 3.97 1.20
101 H 7.37 4.20 -0.31
102 H 3.66 -8.45 2.90
103 H 9.22 -3.44 -3.24
104 H 2.22 7.22 2.37
105 H 0.90 -8.11 3.32
106 H 2.62 -7.60 1.72
107 H -0.07 -0.59 2.23
108 H -7.17 4.34 4.44
109 H 2.09 -10.42 2.83
110 H -7.97 1.85 5.53
111 H 5.02 2.23 -0.20
112 H -2.68 -5.67 0.49
113 H 10.72 1.17 -2.69
114 H 1.91 5.57 2.96
115 H 5.30 -2.40 -2.39
116 H 10.86 0.66 0.08
117 H -4.19 1.89 2.72
118 H 11.87 -9.51 -0.35
119 H -4.75 -2.59 2.49
120 H 4.08 5.15 1.98
121 H 13.78 -8.39 -0.75
122 H 9.66 -4.36 -5.54
123 H -9.54 2.94 -1.46
124 H -6.33 5.26 0.69
125 H 12.79 -7.96 -3.25
126 H 1.03 5.84 0.61
127 H -7.60 5.24 6.75
128 H -5.28 5.50 -1.57
129 H -12.70 6.49 -0.65
130 H 11.67 -7.17 -1.27
131 H -6.25 1.18 -0.69
132 H -9.53 1.75 0.05
133 H 6.22 -0.83 -5.29
134 H -7.20 -2.54 1.50
135 H 1.85 3.82 1.17
136 H -7.62 0.82 1.40
137 H 11.08 -5.52 -3.63
138 H -8.28 1.57 -1.31
139 H -6.92 -1.21 3.63
140 H -6.32 -4.74 3.05
141 H -5.74 3.18 6.34
142 H -7.90 3.58 7.33
143 H -3.16 -4.65 -1.01
144 H 9.00 3.09 -1.85
145 H -2.73 -6.45 -1.18
146 H 8.02 -4.81 -5.00
147 H -2.55 3.58 3.34
148 H -11.84 3.79 0.54
149 H -4.08 5.89 -0.23
150 H -5.88 0.50 1.90
151 H 2.72 -10.08 1.20
152 H 0.79 -8.99 0.76
153 H -3.16 4.77 1.45
154 H 10.16 3.10 0.08
155 H 8.84 -6.84 -4.44
156 H -0.15 -3.30 1.81
157 H -8.80 3.87 4.99
158 H -12.86 5.55 1.82
159 H -13.26 4.04 -0.51
160 H -6.21 -2.65 4.41
161 H -10.36 5.78 0.78

Copy entry 2 word for word.
The following is a DFT calculation (ωB97M-V/def2-TZVPD) of a cluster of 2 separate species, C3H5NO in total.

The value obtained for the frontier orbital gap is 0.3116 hartree. As for the energy above the lowest of the compared OMol25 structures with the same formula, charge and spin: 512.21 kJ/mol.

Positions of all 10 atoms, in Å:
1 O 0.47 0.54 1.84
2 N 0.28 -0.49 -0.98
3 C 0.59 -1.49 -1.69
4 C -0.41 1.41 1.78
5 C -1.42 0.99 0.91
6 H -1.26 1.12 -0.17
7 H 0.12 -1.61 -2.67
8 H 0.77 -0.49 -0.08
9 H -0.44 2.30 2.44
10 H 1.31 -2.27 -1.39